Entry from the OMol25 dataset: a 2-piece molecular cluster, C4H9ClN3O overall (the ωB97M-V functional and the def2-TZVPD basis).

Computed properties:
lowest unoccupied orbital energy = -3.58 eV
orbital gap = 7.52 eV
relative energy (zero: lowest compared OMol25 entry of this formula, charge and spin) = 71.1 kcal/mol
net charge = +1
E_HOMO = -11.10 eV

XYZ file:
```
18
Properties=species:S:1:pos:R:3:forces:R:3
C 1.212 1.426 0.028 2.04 -3.56 0.83
C -1.287 -0.205 -0.645 -0.61 1.95 -4.38
C -1.027 -1.354 -0.025 0.46 -0.08 0.97
C 0.564 2.623 -0.098 1.19 1.91 -2.49
N 1.908 0.540 0.259 -0.16 1.49 -0.66
N -0.362 -2.357 -0.715 0.40 -1.53 4.09
N -1.242 -1.371 1.322 1.16 -3.76 -0.73
O 2.626 -0.530 0.306 0.28 -0.88 0.10
Cl -2.288 1.065 -0.023 -0.40 0.02 0.80
H -1.318 -0.059 -1.787 0.60 -0.77 1.96
H -0.443 2.595 -0.002 -3.45 -0.78 -0.62
H 0.920 3.192 -0.969 -0.33 -0.40 -0.03
H 0.737 3.221 0.704 1.38 1.77 2.77
H -0.225 -3.367 -0.515 -0.57 1.51 0.75
H -0.439 -2.246 -1.635 -0.34 0.62 -4.52
H -1.522 -0.549 1.758 -0.89 1.12 0.82
H 3.596 -0.327 0.318 -0.79 0.39 0.05
H -1.411 -2.298 1.719 0.02 0.97 0.27
```
Forces are in eV/Å.